# C9H11HgNO5

A molecular structure, C9H11HgNO5 at a distorted geometry (ωB97M-V with the def2-TZVPD basis set, OMol25).

As for the charge: +2.

Element x y z (Å)
Hg1 -0.189266 0.146366 -1.215138
O1 -0.047881 3.346999 -0.387868
C1 -0.099087 2.233775 -0.591918
C2 -0.296068 -1.974538 -0.758838
O2 -0.353895 -3.096883 -0.661214
C3 1.915698 0.036524 -0.795939
O3 3.033223 -0.021995 -0.717900
C4 -2.309524 0.236408 -0.839357
O4 -3.439409 0.290157 -0.795783
C5 -0.164930 0.807987 -5.920828
H1 -1.072984 1.428058 -5.956780
H2 0.798722 1.338049 -5.936437
C6 -0.229070 -0.536093 -5.977961
H3 0.679940 -1.152396 -6.041827
H4 -1.191307 -1.062366 -6.062275
C7 -0.951055 0.417288 3.812936
N1 0.314579 -0.205221 3.486481
C8 1.255466 -0.671671 4.412364
C9 0.546011 -0.302725 2.142795
O5 -0.345702 0.154559 1.421015
H5 -1.027572 0.445444 4.884117
H6 -1.822634 -0.145927 3.411277
H7 -1.034199 1.457041 3.425469
H8 1.421488 -1.738037 4.235968
H9 2.200104 -0.142753 4.250986
H10 0.866011 -0.490005 5.401184
H11 1.543328 -0.798055 1.775466

Forces on atoms 1 to 3 (eV/Å):
-0.20 0.16 -0.50
-0.13 -2.62 -0.31
0.23 5.27 0.73



# C26H49Cl2N2O9P2

3 unconnected molecules or ions with the total composition C26H49Cl2N2O9P2 at a distorted geometry (ωB97M-V with the def2-TZVPD basis set, OMol25).

As for the charge: +1.

Element x y z (Å)
C1 -0.259384 2.642824 6.363456
C2 -1.215789 1.427456 6.511890
C3 -0.392599 0.204100 7.045159
C4 -0.208476 -0.908471 5.988123
C5 1.177415 -0.821033 5.250324
C6 1.001745 -1.463403 3.883375
N1 0.195800 -2.502915 3.815703
N2 0.027028 -3.020725 2.630674
C7 0.533362 -2.668636 1.466169
C8 1.405002 -1.563331 1.448317
C9 1.979958 -1.085928 0.159323
Cl1 3.237829 -1.988720 -0.635556
C10 1.509174 0.044422 -0.379779
C11 1.931391 0.653648 -1.687548
Cl2 0.268365 0.919935 0.503459
C12 1.632660 -0.972121 2.694712
C13 2.561167 0.224707 2.777892
C14 3.780249 -0.044697 3.694717
O1 4.883119 0.314596 3.392946
H1 0.426325 2.508975 5.519122
H2 0.316623 2.716932 7.294488
H3 -0.852839 3.559850 6.288020
H4 -2.033427 1.648021 7.206009
H5 -1.667180 1.192650 5.539613
H6 0.537469 0.517553 7.531450
H7 -1.014750 -0.233654 7.840790
H8 -0.965072 -0.735848 5.207683
H9 -0.402852 -1.918109 6.360244
H10 1.895768 -1.388409 5.853896
H11 1.421024 0.240845 5.170420
H12 -0.604328 -3.819101 2.604657
H13 0.256113 -3.201624 0.559827
H14 2.392222 1.629260 -1.500151
H15 1.012292 0.838584 -2.263570
H16 2.545858 -0.013319 -2.292165
H17 3.001802 0.399345 1.789632
H18 2.034963 1.151304 3.043088
H19 3.655429 -0.602157 4.646667
O2 -2.777285 4.280476 3.100840
P1 -3.704471 4.448392 1.942236
O3 -5.186095 4.376896 2.625327
C15 -5.626355 5.474606 3.432634
C16 -5.914250 6.711810 2.603623
O4 -3.599592 2.916726 1.334979
C17 -2.550565 2.037746 1.699126
C18 -3.013783 1.092776 2.790854
O5 -4.268439 5.022091 0.519151
C19 -4.179202 4.350484 -0.749124
C20 -5.386818 3.467668 -0.972045
H20 -4.881655 5.687583 4.204868
H21 -6.537477 5.147708 3.932934
H22 -4.996953 7.107164 2.157673
H23 -6.355628 7.494311 3.221397
H24 -6.595922 6.478396 1.786003
H25 -1.653721 2.585487 1.993015
H26 -2.291944 1.458761 0.808716
H27 -3.416749 1.638494 3.643812
H28 -2.189838 0.459099 3.134977
H29 -3.814371 0.451159 2.418635
H30 -3.242239 3.806009 -0.846073
H31 -4.163976 5.130282 -1.512820
H32 -5.525014 2.746560 -0.168977
H33 -5.289575 2.923863 -1.912943
H34 -6.293935 4.072416 -1.011118
O6 1.460054 -4.932003 -5.507127
P2 2.729909 -4.452795 -6.128417
O7 3.068552 -3.093641 -5.267631
C21 3.492304 -3.232817 -3.916450
C22 4.890866 -3.815393 -3.813617
O8 2.103821 -3.779898 -7.486260
C23 0.791282 -4.082505 -7.958349
C24 -0.185873 -3.011018 -7.521413
O9 4.222797 -4.520840 -6.791848
C25 4.516374 -4.406156 -8.196481
C26 4.738807 -2.960441 -8.579307
H35 2.772869 -3.846202 -3.362816
H36 3.480980 -2.232959 -3.480373
H37 4.911275 -4.848776 -4.168613
H38 5.239565 -3.805454 -2.778797
H39 5.589935 -3.249429 -4.428498
H40 0.471473 -5.072936 -7.639477
H41 0.843435 -4.103565 -9.049695
H42 -0.157202 -2.863836 -6.441445
H43 -1.204274 -3.271104 -7.813578
H44 0.074178 -2.054931 -7.979088
H45 3.750501 -4.883370 -8.802979
H46 5.438595 -4.964741 -8.367062
H47 3.892979 -2.329002 -8.315085
H48 4.911772 -2.875857 -9.652947
H49 5.607423 -2.560100 -8.053429

Forces on atoms 1 to 3 (eV/Å):
-0.95 -0.28 0.66
1.40 0.08 0.00
-1.52 -0.61 0.12



Number 1: E_tot -933.1086 Ha. Number 2: E_tot -3409.6236 Ha.